Formula: C2H3BO3
Source: OMol25
Level of theory: ωB97M-V with the def2-TZVPD basis set

The LUMO energy is 0.154 eV. The calculation puts the molar mass at 85.9 g/mol. The structure (SMILES) is C#COB(O)O. The max |F| comes out at 6.53 eV/Å. Its calculated total energy is -8942.038 eV. As for the energy relative to the best compared isomer or geometry (same formula, charge and spin): 54.6 kcal/mol.

Cartesian coordinates (Å):
B -0.147092 -0.795449 -0.453320
C 2.468151 0.556175 1.374127
C 1.791470 -0.243308 0.822972
O -1.049862 0.114684 0.103420
O -0.426206 -1.332767 -1.758064
O 1.091026 -0.984202 -0.128870
H 3.024580 1.325248 1.786880
H -1.867645 -0.043020 -0.329377
H -1.390902 -1.339835 -1.863349

Atoms 1-2, force components in eV/Å:
B -3.5 1.5 -3.5
C -0.1 -0.1 0.1

=====

Formula: C4H8O3
Source: OMol25
Level of theory: ωB97M-V with the def2-TZVPD basis set

The LUMO energy is 0.804 eV. The calculation puts the molar mass at 104.1 g/mol. The structure (SMILES) is COC(=O)[C@@H](C)O. The max |F| comes out at 0.52 eV/Å. Its calculated total energy is -10420.219 eV. As for the energy relative to the best compared isomer or geometry (same formula, charge and spin): 18.1 kcal/mol.

Cartesian coordinates (Å):
C -1.729130 1.643067 0.156151
O -0.442243 1.106711 0.467304
C 0.183241 0.485057 -0.534324
O -0.128814 0.570630 -1.701771
C 1.255942 -0.460913 -0.028244
C 0.543876 -1.540529 0.792572
O 1.961433 -1.003463 -1.110136
H -1.669236 2.400856 -0.626576
H -2.099129 2.070667 1.087486
H -2.384882 0.832385 -0.174280
H 1.951062 0.093168 0.616115
H 0.043851 -1.095204 1.657500
H 1.263649 -2.286802 1.134895
H -0.206693 -2.042271 0.170826
H 1.457072 -0.773359 -1.907518

Atoms 1-2, force components in eV/Å:
C -0.2 0.1 0.0
O 0.1 -0.1 0.0

=====

Formula: C5H9FN2O2
Source: OMol25
Level of theory: ωB97M-V with the def2-TZVPD basis set

The LUMO energy is 0.019 eV. The calculation puts the molar mass at 148.1 g/mol. The structure (SMILES) is C=NC/C(=N\C)C(=O)O.F. The max |F| comes out at 3.99 eV/Å. Its calculated total energy is -15121.698 eV. As for the energy relative to the best compared isomer or geometry (same formula, charge and spin): 19.2 kcal/mol.

Cartesian coordinates (Å):
C -2.583642 -0.611347 -0.268816
C 0.032397 -1.063523 -0.513028
C 2.475072 -1.310006 -0.557576
C -1.123978 -0.090600 -0.128747
C 0.030819 2.027244 0.213977
N -1.111083 1.117539 0.197544
N 1.337210 -1.033659 0.024046
O -2.916165 -1.742959 -0.356482
O -3.405165 0.389080 -0.145920
F 2.115782 0.346015 2.255557
H -0.440567 -1.969761 -0.053982
H -0.079416 -1.166873 -1.657783
H 3.260717 -1.113886 0.111048
H 2.700033 -1.599667 -1.567045
H 1.027462 1.576025 0.057058
H -0.309036 2.829559 -0.322140
H 0.029740 2.407698 1.240227
H 1.557435 -0.077970 1.585156
H -2.597609 1.087091 -0.113100

Atoms 1-2, force components in eV/Å:
C 0.0 0.2 0.8
C -2.6 -1.6 -1.5